{
  "formula": "C3H3ClFNS2",
  "method": "ωB97M-V with the def2-TZVPD basis set",
  "orbital_gap_ev": 6.77,
  "molar_mass_da": 171.65,
  "e_above_lowest_ev": 3.6554,
  "largest_force_ev_per_a": 5.433,
  "total_energy_ha": -1527.11673,
  "homo_ha": -0.323,
  "species": ["Cl", "S", "S", "F", "N", "C", "C", "C", "H", "H", "H"],
  "xyz": [[-2.45687, 0.34895, -1.02819], [-0.74983, 2.85181, 0.16548], [2.40051, 0.59591, -0.43410], [-1.84244, -0.48302, 1.27558], [0.72274, 0.28869, -0.15538], [0.04778, -0.93935, -0.17373], [-1.12939, -0.09054, 0.17223], [-0.25677, 1.15339, 0.06052], [2.90273, -0.70353, 0.97789], [0.02413, -1.27275, -1.37035], [0.33741, -1.74956, 0.51006]],
  "atomic_forces_ev_per_a": [[0.5, -1.3, -0.1], [2.0, -3.9, -0.2], [0.1, -2.9, 2.8], [1.2, 0.6, -0.2], [4.8, 2.5, -0.1], [-0.8, -2.2, -4.5], [-4.8, 0.7, -0.3], [-2.3, 3.3, 2.1], [-0.8, 2.6, -2.7], [-0.1, 0.1, 3.3], [0.1, 0.5, -0.2]]
}